Entry 1:
The molecule C12H11N in a non-equilibrium geometry. Source: the OMol25 dataset; level of theory: ωB97M-V with the def2-TZVPD basis set.

Structure (XYZ):
```
24
Properties=species:S:1:pos:R:3
C -0.81589 1.50418 0.88502
C -1.75797 1.18835 0.03157
C 1.42596 1.36204 1.22723
C 0.20155 0.49779 1.41071
C 2.31727 1.09735 0.28975
C 1.19418 -0.89418 -0.53518
C 0.28544 -0.76109 0.54409
C 2.27943 -0.08970 -0.53743
C -3.54464 0.55318 -1.61624
C -1.53856 -2.56857 1.00863
C -2.78637 1.00985 -0.64775
C -0.78034 -1.56450 0.70908
N 3.18778 -0.40245 -1.51339
H -0.65008 2.52800 1.14113
H 1.52383 2.24723 1.66045
H 0.10472 0.31932 2.42051
H 3.06839 1.93844 0.17206
H 0.86897 -1.72827 -1.14678
H -3.45276 -0.59328 -1.91783
H -4.29898 1.15048 -2.03306
H -2.57354 -2.53583 0.50617
H -1.36188 -3.31122 1.64018
H 3.82600 0.33924 -1.73009
H 3.27747 -1.28637 -1.96881
```

Kohn-Sham gap: 7.320 eV
SMILES: C=C=C=C[C@@H]1C=CC(N)=CC1=C=C
LUMO: 0.42 eV

Entry 2:
A cluster of 2 separate species, C12H11N4O5 in total in a non-equilibrium geometry. Source: the OMol25 dataset; level of theory: ωB97M-V with the def2-TZVPD basis set.

Structure (XYZ):
```
32
Properties=species:S:1:pos:R:3
C -1.41391 3.03956 1.48182
O -1.59627 1.61336 1.39629
C -1.49917 1.00741 0.16937
C -1.06254 1.66706 -1.00702
C -1.11986 0.97106 -2.22241
C -1.55593 -0.33137 -2.30320
C -2.01791 -1.05207 -1.12276
O -2.51630 -2.21241 -1.19915
C -1.88658 -0.33137 0.12086
H -1.46326 3.25200 2.54972
H -0.43838 3.35495 1.08502
H -2.21764 3.57439 0.95404
H -0.71074 2.70038 -0.97422
H -0.80548 1.48535 -3.13067
H -1.62682 -0.86236 -3.24847
H -2.17895 -0.82159 1.04465
C -6.96153 -0.27842 -2.79313
O -7.13041 -1.68235 -3.11998
C -6.40826 -2.50262 -2.35546
N -6.65850 -3.81417 -2.48779
C -5.99224 -4.57851 -1.63477
N -6.22556 -5.90630 -1.32968
O -5.44641 -6.16554 -0.22554
N -4.67533 -4.95433 0.17496
O -3.96790 -5.02234 1.15770
C -4.98779 -4.01397 -0.76033
C -4.84340 -2.63014 -0.66889
N -5.54849 -1.90187 -1.52145
H -7.56345 0.22644 -3.54436
H -7.34137 -0.06317 -1.78849
H -5.90893 0.01975 -2.84748
H -4.26724 -2.19814 0.14024
```

Kohn-Sham gap: 5.360 eV
LUMO: 1.82 eV
net charge: -1